2 unconnected molecules or ions with the total composition C12H15O2Se at a distorted geometry. Source: the OMol25 dataset; level of theory: ωB97M-V/def2-TZVPD.

The geometry in XYZ format:
```
30
Properties=species:S:1:pos:R:3:forces:R:3:nbo_charge:R:1
H 3.3030 1.0736 0.5591 -0.53 0.55 -0.21 0.170
H 3.6347 -1.3991 -0.2846 1.54 0.70 -1.05 0.186
C 2.2617 1.2531 0.1767 3.48 -0.87 -0.39 -0.578
H 1.1274 0.7235 -2.0754 -1.28 2.77 -1.39 0.209
C 0.4157 -0.0037 0.3607 -2.52 -1.35 -0.43 -0.751
H 2.3129 2.0240 -0.5695 -0.12 0.33 -0.53 0.191
C -3.4412 -1.2452 -0.8085 0.26 1.02 -1.60 -0.278
O -1.3067 1.8588 -1.7498 0.30 -0.13 -0.08 -0.557
C 2.6690 -1.2401 0.0977 -1.58 -1.22 2.24 -0.636
C 1.7295 -0.0902 -0.3007 1.22 0.87 0.74 -0.126
O -0.6564 2.9389 0.1832 0.33 0.57 0.53 -0.555
H 2.7781 -0.1114 -2.0765 -0.77 0.57 -0.61 0.184
C -0.9071 2.3010 -0.7490 -0.54 -0.46 -0.26 1.067
Se -0.7688 -1.5658 -0.0863 0.97 -0.19 -0.01 0.175
H 1.6688 1.5710 0.9523 -1.09 1.10 1.93 0.224
H -5.9852 0.5998 0.1530 -0.89 1.24 0.02 0.195
H -1.8542 0.4999 1.5963 -1.59 0.56 -1.31 0.243
C -2.7082 0.3428 0.8428 2.82 -1.46 0.87 -0.252
C -3.9501 0.8859 0.8789 -1.33 1.27 0.14 -0.220
H 0.4931 -0.1399 1.4320 0.42 0.25 0.47 0.152
H 2.1220 -2.0864 -0.2518 -0.41 -1.16 -0.35 0.200
C -4.9485 0.4595 0.0036 1.00 -1.96 -0.42 -0.276
C -4.6597 -0.5981 -0.8778 -0.61 0.51 0.53 -0.197
H -3.0450 -1.9034 -1.5499 -0.64 -0.93 -0.52 0.211
H 1.1815 -0.9727 -2.1757 0.59 0.62 0.19 0.203
H -5.4341 -0.8423 -1.6010 0.14 -0.44 0.12 0.191
C 1.7052 -0.0550 -1.7891 1.32 -4.07 0.10 -0.601
H 2.7811 -1.4890 1.1958 -0.37 0.89 -0.76 0.192
C -2.4269 -0.7148 -0.0628 -0.33 0.80 1.84 -0.164
H -4.2010 1.7301 1.5256 0.22 -0.38 0.24 0.198
```
Positions in Å, forces in eV/Å.

HOMO energy ... -0.09498 hartree
E_tot ... -3018.11868 Ha
Energy relative to the best compared isomer or geometry (same formula, charge and spin) ... 135.79 kJ/mol
Maximum force ... 4.28 eV/A
HOMO-LUMO gap ... 0.21771 Eh
Net charge ... -1



A single C12H17NOS molecule at a distorted geometry. Source: the OMol25 dataset; level of theory: ωB97M-V/def2-TZVPD.

The geometry in XYZ format:
```
32
Properties=species:S:1:pos:R:3:forces:R:3:nbo_charge:R:1
H 1.6382 -1.3213 -1.9976 -1.03 -0.46 0.30 0.233
O -0.5364 -1.1236 2.2368 0.04 1.85 3.56 -1.018
C -1.9099 -2.0344 0.2886 2.61 -1.46 -1.65 -0.577
C 2.1614 0.2275 1.5957 0.33 -1.62 1.68 -0.206
H -1.1445 0.9258 1.3226 0.54 -0.40 2.80 0.209
H 3.4153 2.5183 -1.2537 -0.27 -0.47 1.24 0.212
C 3.5141 1.9916 0.8841 1.93 0.13 1.51 -0.214
H -3.3398 -0.4417 -1.8725 0.84 1.72 -0.29 0.194
N -2.3304 0.2608 -0.2219 -1.64 0.06 -0.75 -0.387
H -0.9692 1.7771 -0.2395 0.54 0.98 -0.74 0.180
C 3.0836 1.8497 -0.4103 1.44 2.47 -1.22 -0.236
H -3.7145 1.1710 -1.4180 -4.43 3.10 0.87 0.182
C -1.3694 1.0033 0.3397 -0.10 -0.18 -2.21 -0.213
C 2.2325 0.8728 -0.7245 -1.33 -2.10 -1.76 -0.201
H -1.5176 -2.2732 -0.7679 -1.76 0.47 1.18 0.213
H 3.6823 1.3753 2.7888 -0.57 -1.17 0.70 0.220
C -2.8472 -0.8731 0.5101 0.44 -0.46 0.28 -0.262
C 0.6441 -1.3951 -1.4860 0.85 3.69 -0.49 -0.666
C 3.2028 1.0333 1.8803 0.72 4.16 -1.64 -0.206
S -0.1840 -1.8895 1.0803 -0.49 -1.30 -2.27 1.303
H -2.1365 -2.9853 0.7620 -0.71 0.03 -0.04 0.229
H -3.9019 -1.1769 0.3815 0.39 0.41 -0.90 0.220
C 1.7456 0.0035 0.2987 -0.91 0.70 -1.44 -0.105
H 0.1249 -2.2537 -1.6418 -0.64 -3.23 -0.14 0.212
H 1.9407 0.7950 -1.8297 0.17 -0.17 1.95 0.211
H 1.7881 -0.2891 2.4512 -0.67 -0.82 0.03 0.232
H -2.2910 1.1147 -2.1495 1.17 -0.07 -0.97 0.205
H -2.8785 -0.5927 1.5511 0.52 -0.07 0.64 0.239
H -0.0857 -0.7244 -2.0075 0.73 0.19 -0.02 0.218
H 4.1902 2.7987 1.2369 -0.40 -0.48 -0.80 0.203
C -2.9428 0.5795 -1.5150 2.52 -5.15 0.65 -0.377
C 0.7354 -0.9242 -0.0729 -0.84 -0.35 -0.06 -0.245
```
Positions in Å, forces in eV/Å.

HOMO energy (spin up / spin down) ... -0.24126 / -0.20586 hartree
E_tot ... -995.40814 Ha
Energy relative to the best compared isomer or geometry (same formula, charge and spin) ... 738.09 kJ/mol
Maximum force ... 5.77 eV/A
HOMO-LUMO gap (spin up / spin down) ... 0.26522 / 0.19203 Eh



3 unconnected molecules or ions with the total composition C22H39NO8. Source: the OMol25 dataset; level of theory: ωB97M-V/def2-TZVPD.

The geometry in XYZ format:
```
70
Properties=species:S:1:pos:R:3:forces:R:3:nbo_charge:R:1
H 0.5369 -4.8284 0.8398 -0.01 -0.01 0.01 0.365
O 1.8948 1.1172 2.7313 0.05 0.01 -0.02 -0.559
H -0.2749 1.4090 -0.3704 0.09 -0.03 -0.08 0.248
H 1.0502 1.8480 5.1649 -0.01 0.01 -0.02 0.173
C -3.3130 -3.9655 0.9812 -0.08 -0.04 -0.12 -0.215
N -0.4682 -4.8108 0.6869 0.24 0.02 -0.02 -0.869
O 0.1663 -1.4583 -1.9774 0.31 -0.03 0.12 -0.518
C -0.1158 -2.4115 -0.9464 -0.13 -0.02 0.12 -0.083
O 1.1243 0.5112 -2.2738 -0.08 -0.11 -0.16 -0.564
C 2.1908 0.4802 3.9640 -0.14 -0.02 -0.09 -0.087
C 3.0519 1.4844 1.9951 -0.05 -0.03 -0.05 -0.259
H -2.2415 -4.6784 -2.1697 -0.05 -0.26 0.00 0.222
C 2.5240 3.6930 4.5996 0.02 0.00 0.02 -0.254
H -1.0690 5.8577 -2.9451 0.00 0.02 -0.01 0.190
H 0.5831 -2.2740 -0.1166 0.03 0.01 -0.06 0.178
C 2.9565 5.7764 -2.3884 0.05 -0.08 0.11 -0.087
C -0.3810 -7.2144 -0.4275 -0.38 0.20 0.36 0.671
H -4.2162 -3.1699 2.7407 -0.08 0.10 -0.02 0.216
H 1.0947 -4.0786 -1.5710 0.02 0.04 -0.14 0.224
H 1.8749 4.1687 5.3428 -0.03 -0.01 -0.02 0.167
H 1.4748 -0.3380 4.0933 0.02 0.00 0.02 0.180
C -2.2143 -4.8831 -1.1025 -0.18 0.33 0.04 -0.472
C -0.2996 6.2143 -2.2622 0.00 0.00 -0.02 -0.253
C -4.0864 -3.0428 1.6732 0.16 -0.11 -0.18 -0.218
O -1.2843 -7.9662 -0.6083 -0.03 -0.21 -0.20 -0.526
H -2.8691 -4.7948 1.5184 -0.03 -0.01 -0.01 0.226
H 2.2221 0.8696 6.0616 -0.02 -0.01 -0.01 0.184
C -0.7148 -4.8680 -0.7454 0.10 -0.07 -0.25 0.448
H -1.3022 -0.0230 -0.2679 0.06 -0.17 0.03 0.231
C 0.0411 -3.7988 -1.5528 -0.15 0.08 0.31 -0.444
H 2.7354 2.1409 1.1860 -0.03 -0.02 0.00 0.199
H 2.7887 3.1599 -3.2481 -0.01 0.00 -0.03 0.169
H -0.0089 5.3988 -1.5953 -0.01 0.00 0.00 0.179
C -3.0922 -3.8672 -0.3983 -0.10 0.17 0.05 -0.042
O 2.4643 4.5961 -1.7817 -0.08 0.00 -0.03 -0.557
H 3.7744 2.0118 2.6212 0.01 0.00 0.00 0.182
O 3.0283 2.4626 5.0866 -0.01 0.00 -0.07 -0.550
C -4.4944 -1.9024 -0.3913 0.01 -0.05 0.12 -0.163
H 3.1973 0.0507 3.9409 0.02 0.01 0.01 0.175
H 0.3306 -7.3432 0.3973 0.18 0.01 -0.16 0.113
C -0.2720 0.3214 -0.3546 0.01 0.22 0.15 -0.755
C -4.6750 -1.9910 0.9819 0.13 -0.17 0.01 -0.226
H -5.2771 -1.2625 1.5100 -0.01 0.01 -0.06 0.215
C 2.0613 1.4292 5.1348 0.10 0.01 0.11 -0.088
H -4.9761 -1.0977 -0.9353 0.01 -0.01 -0.02 0.202
H 3.8703 6.0650 -1.8586 0.00 0.02 -0.03 0.180
H 1.4388 2.8767 -2.1443 0.02 -0.06 0.04 0.208
H -2.6158 -5.8878 -0.9665 0.13 0.00 0.21 0.255
H -3.4807 -3.5573 -3.1360 0.07 0.05 -0.02 0.217
H -0.7120 7.0367 -1.6666 0.01 -0.02 0.03 0.164
C 1.9644 6.9151 -2.2979 -0.02 0.08 -0.11 -0.087
H 3.5280 0.5974 1.5627 0.05 0.02 0.02 0.166
H 1.9676 3.5613 3.6687 0.00 0.00 0.00 0.179
H -2.7417 -1.9709 -2.8378 0.05 -0.07 -0.04 0.226
C 0.4117 -0.1771 -1.6005 -0.12 0.16 0.04 0.806
C 1.9662 3.6385 -2.7071 0.06 0.13 0.02 -0.259
C -3.5867 -2.6196 -2.5937 -0.18 -0.09 0.08 -0.643
O -0.1516 -6.1181 -1.2115 0.17 0.07 -0.04 -0.574
O 0.7893 6.6581 -3.0477 0.00 -0.04 0.02 -0.550
C -3.7175 -2.8231 -1.1017 -0.01 0.10 0.15 -0.026
H -0.8049 -3.9426 1.0856 -0.19 -0.05 0.00 0.379
H 2.4240 7.8199 -2.7080 0.01 -0.01 0.01 0.183
H 3.3774 4.3427 4.4144 0.01 -0.01 0.02 0.192
H -4.4938 -2.1480 -2.9732 0.08 0.10 0.00 0.223
H -1.1227 -2.2568 -0.5477 -0.02 0.00 -0.13 0.192
H 3.2155 5.5903 -3.4355 -0.01 0.01 -0.02 0.174
H -0.3393 -3.7606 -2.5735 0.11 -0.13 -0.03 0.229
H 1.2821 4.0973 -3.4256 0.01 0.00 -0.01 0.173
H 1.7159 7.1087 -1.2492 -0.01 -0.01 0.02 0.171
H 0.2952 0.0214 0.5299 -0.11 -0.07 0.03 0.251
```
Positions in Å, forces in eV/Å.

HOMO energy ... -0.33374 hartree
SMILES ... CC(=O)OCC[C@@](N)(Cc1ccccc1C)OC=O.COCCOC.COCCOC
E_tot ... -1518.26848 Ha
Energy relative to the best compared isomer or geometry (same formula, charge and spin) ... 203.90 kJ/mol
Maximum force ... 0.56 eV/A
HOMO-LUMO gap ... 0.34554 Eh